A molecular structure, C4H6N4, computed with wB97M-V/def2-TZVPD.

Properties
**HOMO energy**: -8.57 eV
**Net charge**: 0

Each line ends with the Mulliken charge.
Element x y z (Å)
C 0.625 0.436 -0.107  0.4882
C -1.495 -0.423 -0.236  0.3372
C -1.572 1.174 0.006  -0.4536
C -0.284 1.678 0.031  -0.2625
H 3.655 -0.746 -0.521  0.3077
H 2.577 -0.978 1.502  0.3028
H 0.614 -1.485 -0.822  0.3686
H -1.980 -2.144 0.570  0.2666
H -2.421 1.649 0.707  0.2752
H 0.125 2.676 0.135  0.4141
N 2.464 -0.931 0.159  -0.6470
N 1.959 0.565 0.026  -0.5846
N 0.032 -0.648 -0.335  -0.2176
N -2.485 -1.295 0.188  -0.5952

***

C3H3NO2 in the gas phase, computed with wB97M-V/def2-TZVPD.

Properties
**HOMO energy**: -9.27 eV
**Net charge**: 0
**SMILES**: Cn1c(=O)c1=O

Each line ends with the Mulliken charge.
Element x y z (Å)
C 0.331 -0.648 0.962  -0.7072
N -0.062 -0.074 -0.292  0.1266
C -1.092 0.353 -1.081  0.3159
O -2.210 0.119 -1.350  -0.4492
C 0.458 0.980 -0.945  0.3053
O 1.414 1.680 -1.042  -0.4684
H 1.360 -0.816 0.843  0.2988
H -0.072 0.038 1.778  0.2858
H -0.127 -1.632 1.128  0.2923

***

2 unconnected molecules or ions with the total composition C10H12NO2, computed with wB97M-V/def2-TZVPD.

Properties
**HOMO energy (alpha / beta)**: -10.18 / -13.86 eV
**Multiplicity**: 3
**Net charge**: +1

Each line ends with the Mulliken spin population.
Element x y z (Å)
C 3.796 -0.453 0.025  0.4675
C 2.974 -0.636 -1.079  -0.1068
C 3.282 0.065 1.235  0.2607
C 1.660 -0.255 -1.052  0.3929
C 2.008 0.638 1.278  0.1500
C 1.224 0.405 0.119  0.0933
C -2.460 -0.733 0.102  0.0099
C -0.806 1.867 -0.888  0.0607
C -0.011 1.064 0.018  0.4523
C -3.287 -1.769 -0.451  0.0012
N -0.825 1.968 0.618  0.1290
O -3.125 0.220 0.773  0.0085
O -1.286 -0.606 -0.141  0.0345
H 4.884 -0.798 0.020  0.0067
H 3.428 -0.989 -2.071  0.0006
H 4.006 -0.020 2.011  0.0050
H 1.062 -0.370 -2.007  0.0064
H 1.772 1.286 2.139  0.0210
H -0.259 2.643 -1.561  -0.0028
H -1.725 1.478 -1.126  0.0015
H -4.415 -1.757 -0.174  0.0024
H -2.965 -2.751 -0.193  0.0001
H -3.180 -1.680 -1.609  -0.0001
H -0.694 2.534 1.348  0.0067
H -2.602 0.926 1.241  -0.0010

***

A molecular structure, BaH18O9, computed with wB97M-V/def2-TZVPD.

Properties
**HOMO energy**: -18.57 eV
**Net charge**: +2

Each line ends with the Mulliken charge.
Element x y z (Å)
Ba -0.004 0.415 0.371  1.5683
O 1.270 0.050 -2.180  -0.5307
H 0.905 -0.589 -2.796  0.3018
H 1.734 0.640 -2.784  0.2647
O 1.753 -1.825 0.070  -0.4755
H 1.916 -1.736 -0.862  0.2100
H 2.438 -2.474 0.247  0.2881
O 0.504 2.860 -1.262  -0.5036
H 0.449 3.671 -0.686  0.2736
H 0.289 3.202 -2.158  0.2794
O -1.224 -1.879 -0.874  -0.4685
H -2.054 -1.613 -1.261  0.2347
H -1.329 -2.830 -0.851  0.2917
O -2.752 0.099 0.884  -0.5280
H -3.479 0.360 0.312  0.2878
H -3.001 -0.762 1.250  0.2987
O 1.387 2.543 1.730  -0.5860
H 1.647 2.267 2.588  0.2864
H 0.830 3.349 1.734  0.3396
O 1.720 -0.122 2.725  -0.5002
H 1.840 -1.067 2.548  0.2507
H 2.542 0.084 3.160  0.2917
O -0.705 -2.042 1.940  -0.5248
H -0.078 -2.731 1.822  0.3025
H -1.321 -2.392 1.302  0.2689
O -1.702 1.068 -1.951  -0.4606
H -2.309 0.371 -2.182  0.2420
H -1.279 1.088 -2.839  0.2975

***

A molecular structure, C36H40B2F4N5O7PY, computed with wB97M-V/def2-TZVPD.

Properties
**HOMO energy (alpha / beta)**: -5.49 / -7.88 eV
**Multiplicity**: 2
**Net charge**: 0

Each line ends with the Mulliken spin population.
Element x y z (Å)
Y -0.143 -1.050 0.333  -0.2062
C 1.596 -5.044 -1.322  0.0005
C 0.896 -3.754 -1.084  0.0347
N 0.921 -3.109 0.014  0.0405
O 1.679 -3.580 1.057  0.0030
B 0.775 -4.130 2.185  0.0039
F 1.660 -4.643 3.111  0.0003
F -0.046 -5.094 1.596  0.0008
O -0.014 -3.088 2.864  0.0029
N -0.876 -2.376 2.023  0.2899
C -2.181 -2.555 2.207  0.2537
C -2.736 -3.397 3.309  -0.0252
C -3.017 -1.938 1.233  0.2888
N -2.376 -1.207 0.321  0.2195
O -3.108 -0.810 -0.801  0.0132
B -2.810 -1.600 -2.016  -0.0011
F -3.652 -1.140 -3.002  0.0010
F -2.948 -2.972 -1.745  0.0001
O -1.394 -1.383 -2.570  0.0064
N -0.417 -1.969 -1.806  0.0282
C -0.032 -3.155 -2.092  0.0127
C -0.549 -3.976 -3.217  -0.0022
C -4.487 -2.201 1.186  -0.0086
H 2.289 -5.242 -0.510  0.0002
H 2.122 -5.030 -2.277  0.0002
H 0.863 -5.853 -1.352  0.0009
H -1.960 -3.612 4.038  0.0075
H -3.106 -4.350 2.921  0.0105
H -3.570 -2.889 3.796  0.0017
H 0.270 -4.438 -3.769  0.0002
H -1.153 -3.361 -3.877  0.0000
H -1.182 -4.767 -2.811  0.0008
H -4.692 -3.269 1.273  0.0022
H -4.893 -1.838 0.247  0.0049
H -4.999 -1.695 2.011  0.0136
O -1.485 0.935 3.061  0.0091
C -0.819 1.565 2.293  -0.0149
C -1.262 2.835 1.629  0.0026
C -1.740 3.824 2.484  0.0015
C -2.091 5.064 1.979  0.0001
C -1.994 5.308 0.616  0.0001
C -1.565 4.306 -0.237  -0.0005
C -1.182 3.059 0.255  -0.0192
P -0.786 1.687 -0.899  0.0161
C -2.106 1.989 -2.138  -0.0102
C -1.875 2.344 -3.459  -0.0001
C -2.943 2.555 -4.323  0.0001
C -4.244 2.410 -3.872  -0.0001
C -4.479 2.049 -2.551  0.0019
C -3.418 1.835 -1.691  0.0030
C 0.710 2.244 -1.787  0.0004
C 1.160 1.403 -2.810  0.0009
C 2.284 1.734 -3.548  -0.0003
C 2.994 2.895 -3.252  0.0002
C 2.572 3.715 -2.216  -0.0002
C 1.430 3.394 -1.488  0.0010
H -1.831 3.612 3.541  0.0000
H -2.454 5.835 2.646  0.0000
H -2.280 6.272 0.215  0.0000
H -1.550 4.479 -1.306  0.0001
H -0.867 2.464 -3.833  -0.0001
H -2.750 2.827 -5.353  0.0000
H -5.074 2.561 -4.550  0.0000
H -5.491 1.912 -2.194  0.0000
H -3.611 1.519 -0.673  0.0055
H 0.610 0.493 -3.032  0.0002
H 2.610 1.086 -4.351  0.0000
H 3.871 3.158 -3.829  0.0000
H 3.125 4.615 -1.978  0.0000
H 1.108 4.041 -0.683  0.0002
C 1.023 1.794 4.337  0.0001
C 1.432 0.993 3.108  -0.0086
C 2.749 1.525 2.576  0.0003
C 1.481 -0.490 3.391  0.0338
O 0.480 1.245 1.982  -0.0147
H 1.824 1.735 5.075  0.0001
H 0.115 1.407 4.793  -0.0001
H 0.881 2.845 4.076  -0.0003
H 3.533 1.353 3.315  0.0000
H 2.677 2.595 2.376  0.0000
H 3.025 1.021 1.655  0.0002
H 2.230 -0.704 4.155  -0.0013
H 1.783 -1.054 2.503  -0.0042
H 0.522 -0.882 3.723  -0.0066
O 1.961 -0.309 -0.318  0.0019
N 3.264 -0.379 -0.215  -0.0002
C 3.994 0.650 -0.688  0.0010
C 5.366 0.634 -0.583  -0.0004
C 6.001 -0.443 0.017  0.0013
C 5.224 -1.485 0.497  -0.0007
C 3.851 -1.442 0.371  0.0012
H 3.418 1.454 -1.123  0.0002
H 5.923 1.475 -0.972  0.0000
H 7.077 -0.467 0.110  0.0001
H 5.665 -2.346 0.979  0.0000
H 3.193 -2.230 0.719  0.0005

***

C2H7NO in the gas phase, computed with wB97M-V/def2-TZVPD.

Properties
**HOMO energy**: -9.04 eV
**Net charge**: 0
**SMILES**: NCCO

Each line ends with the Mulliken charge.
Element x y z (Å)
N 0.348 0.104 1.509  -0.4514
C 0.879 0.073 0.172  -0.5896
C -0.070 -0.557 -0.886  -0.3391
O -1.254 0.315 -0.909  -0.5169
H 1.088 0.599 2.007  0.2055
H -0.146 -0.677 2.055  0.2053
H 1.811 -0.486 0.068  0.2902
H 1.042 1.125 -0.142  0.3150
H -0.486 -1.524 -0.592  0.2851
H 0.462 -0.603 -1.754  0.2800
H -1.030 1.223 -0.650  0.3160

***

For reference, relative energy (zero: lowest compared OMol25 entry of this formula, charge and spin) by record: 7.648; 2.941; 1.875; 1.362; 1.737; 1.295 eV.